[1]
Entry from the OMol25 dataset: one molecule with the formula C4H8O (wB97M-V/def2-TZVPD).

XYZ file:
```
13
Properties=species:S:1:pos:R:3:forces:R:3
C -1.1731 -0.6606 0.5838 -1.5 0.8 0.6
C -0.1383 0.0078 -0.2388 -0.2 0.2 -1.3
O -0.7068 0.4205 -1.5119 0.6 0.0 0.7
C 1.2605 -0.4657 -0.3259 0.3 -0.2 -0.2
C 0.9544 0.8616 0.3338 0.0 0.2 0.1
H -0.9216 -0.8112 1.6398 0.2 0.1 -0.2
H -1.5485 -1.6110 0.1856 0.3 0.3 -0.2
H -2.0160 0.0857 0.5314 0.3 -1.0 0.5
H -1.2676 1.2043 -1.3795 0.3 -0.4 0.2
H 1.5722 -1.3017 0.2954 -0.1 0.2 -0.1
H 1.7049 -0.4379 -1.3134 0.0 0.0 0.1
H 1.0626 0.9458 1.4134 -0.1 -0.1 -0.2
H 1.2176 1.7623 -0.2137 -0.1 -0.2 0.0
```
Positions in Å, forces in eV/Å.

- highest occupied orbital energy (eV) = -9.97
- gap between HOMO and LUMO (eV) = 11.016
- energy above the lowest of the compared OMol25 structures with the same formula, charge and spin (eV) = 1.0779
- SMILES = CC1(O)CC1

Here are the Löwdin charges for atoms 1 to 4, given in e: number 1, C, carries -0.03; number 2, C, carries -0.58; number 3, O, carries -0.03; number 4, C, carries -0.08

[2]
Entry from the OMol25 dataset: one molecule with the formula C4H8O (wB97M-V/def2-TZVPD).

XYZ file:
```
13
Properties=species:S:1:pos:R:3:forces:R:3
C -1.9695 -0.3671 0.0698 -0.2 0.6 -1.1
C -1.0088 0.3427 -0.5317 -0.1 -0.2 -0.4
C 0.1058 1.0018 0.2412 -0.3 0.4 -0.1
O 1.3843 0.6747 -0.2684 0.1 0.0 -0.2
C 1.7205 -0.6838 -0.0626 0.7 -0.2 0.6
H -2.8519 -0.7442 -0.4675 0.6 0.0 0.2
H -1.9670 -0.4724 1.1392 0.0 -0.1 0.3
H -0.9409 0.5065 -1.6408 -0.4 -0.3 1.1
H 0.0072 2.1047 0.1331 0.2 -0.6 0.1
H 0.0062 0.7443 1.3168 0.2 0.1 -0.4
H 1.0694 -1.3761 -0.6345 0.3 0.3 0.3
H 2.8023 -0.8491 -0.3246 -1.2 0.3 0.0
H 1.6425 -0.8820 1.0298 -0.1 -0.3 -0.5
```
Positions in Å, forces in eV/Å.

- highest occupied orbital energy (eV) = -9.89
- gap between HOMO and LUMO (eV) = 11.052
- energy above the lowest of the compared OMol25 structures with the same formula, charge and spin (eV) = 1.4468
- SMILES = C=CCOC

Here are the Löwdin charges for atoms 1 to 4, given in e: number 1, C, carries 0.00; number 2, C, carries -0.17; number 3, C, carries -0.26; number 4, O, carries -0.21

- Which of these has the lowest energy above the lowest of the compared OMol25 structures with the same formula, charge and spin?
  number 1

Repeat the first record exactly.
Entry from the OMol25 dataset: one molecule with the formula C4H8O (wB97M-V/def2-TZVPD).

XYZ file:
```
13
Properties=species:S:1:pos:R:3:forces:R:3
C -1.1731 -0.6606 0.5838 -1.5 0.8 0.6
C -0.1383 0.0078 -0.2388 -0.2 0.2 -1.3
O -0.7068 0.4205 -1.5119 0.6 0.0 0.7
C 1.2605 -0.4657 -0.3259 0.3 -0.2 -0.2
C 0.9544 0.8616 0.3338 0.0 0.2 0.1
H -0.9216 -0.8112 1.6398 0.2 0.1 -0.2
H -1.5485 -1.6110 0.1856 0.3 0.3 -0.2
H -2.0160 0.0857 0.5314 0.3 -1.0 0.5
H -1.2676 1.2043 -1.3795 0.3 -0.4 0.2
H 1.5722 -1.3017 0.2954 -0.1 0.2 -0.1
H 1.7049 -0.4379 -1.3134 0.0 0.0 0.1
H 1.0626 0.9458 1.4134 -0.1 -0.1 -0.2
H 1.2176 1.7623 -0.2137 -0.1 -0.2 0.0
```
Positions in Å, forces in eV/Å.

- highest occupied orbital energy (eV) = -9.97
- gap between HOMO and LUMO (eV) = 11.016
- energy above the lowest of the compared OMol25 structures with the same formula, charge and spin (eV) = 1.0779
- SMILES = CC1(O)CC1

Here are the Löwdin charges for atoms 1 to 4, given in e: number 1, C, carries -0.03; number 2, C, carries -0.58; number 3, O, carries -0.03; number 4, C, carries -0.08